1.
This record from the OMol25 dataset describes a cluster of 2 separate species, C3H8O2 in total in a non-equilibrium geometry. The level of theory is ωB97M-V/def2-TZVPD.

```
! RIJCOSX wB97M-V def2-TZVPD def2/J DEFGRID3
* xyz 0 1
O -3.86 -0.25 0.23
C -2.68 -0.25 0.27
O -2.08 -0.72 1.52
H -1.92 0.03 -0.56
H -2.62 -1.49 1.73
C 2.06 0.82 -0.76
C 1.23 -0.14 -0.06
H 2.09 1.71 -0.16
H 3.11 0.37 -0.89
H 1.69 0.94 -1.79
H 1.26 -1.09 -0.52
H 0.21 0.24 -0.04
H 1.52 -0.17 1.02
*
```

- Calculated total energy: -269.54824 Eh
- Gap between HOMO and LUMO: 11.904 eV
- SMILES: O=CO.CC
- F_max: 0.061 Eh/bohr
- Energy above the lowest of the compared OMol25 structures with the same formula, charge and spin: 29.3 kcal per mole

=====

2.
This record from the OMol25 dataset describes a cluster of 2 separate species, C9H14 in total in a non-equilibrium geometry. The level of theory is ωB97M-V/def2-TZVPD.

```
! RIJCOSX wB97M-V def2-TZVPD def2/J DEFGRID3
* xyz 0 1
C 0.57 -2.04 0.68
C 0.33 -0.64 1.21
C 1.03 0.45 0.68
C 1.12 1.68 1.32
C 0.41 1.76 2.53
C -0.49 0.78 2.93
C -0.50 -0.47 2.32
H -0.04 -2.29 -0.19
H 0.49 -2.77 1.49
H 1.62 -2.12 0.38
H 1.51 0.31 -0.28
H 1.60 2.54 0.90
H 0.50 2.62 3.18
H -1.09 0.99 3.81
H -1.23 -1.20 2.63
C -0.86 0.49 -2.34
C -0.57 -0.33 -3.58
H -1.72 1.13 -2.50
H -1.16 -0.05 -1.43
H 0.07 0.91 -1.98
H -0.46 0.32 -4.44
H 0.22 -1.06 -3.39
H -1.35 -1.01 -3.94
*
```

- Calculated total energy: -351.30249 Eh
- Gap between HOMO and LUMO: 9.947 eV
- SMILES: Cc1ccccc1.CC
- F_max: 0.039 Eh/bohr
- Energy above the lowest of the compared OMol25 structures with the same formula, charge and spin: 17.4 kcal per mole

=====

3.
This record from the OMol25 dataset describes a structure of composition C37H42AlAs2N3O. The level of theory is ωB97M-V/def2-TZVPD.

```
! RIJCOSX wB97M-V def2-TZVPD def2/J DEFGRID3
* xyz 2 1
Al -0.20 0.15 0.00
C 0.19 2.70 1.72
N 0.58 2.03 0.46
C 0.21 2.91 -0.69
C 2.03 1.82 0.33
C 2.96 2.68 0.89
C 4.31 2.42 0.70
C 4.70 1.33 -0.06
C 3.75 0.49 -0.64
C 2.40 0.73 -0.45
N 1.37 -0.12 -0.91
C 1.66 -1.50 -0.68
C 2.29 -2.33 -1.58
C 2.58 -3.64 -1.24
C 2.22 -4.14 0.00
C 1.54 -3.33 0.91
C 1.26 -2.02 0.56
N 0.55 -1.10 1.47
C 1.54 -0.55 2.46
C -0.51 -1.76 2.26
H 0.48 3.75 1.69
H 0.69 2.22 2.56
H -0.89 2.66 1.84
H 0.85 3.80 -0.66
H -0.82 3.24 -0.62
H 0.40 2.38 -1.62
H 2.65 3.53 1.48
H 5.05 3.07 1.14
H 5.75 1.13 -0.22
H 4.07 -0.36 -1.22
H 2.57 -1.93 -2.55
H 3.10 -4.28 -1.94
H 2.46 -5.16 0.27
H 1.26 -3.73 1.87
H 1.85 -1.36 3.12
H 1.06 0.22 3.05
H 2.40 -0.15 1.94
H -0.09 -2.47 2.98
H -1.20 -2.29 1.60
H -1.06 -1.00 2.82
C -3.76 5.87 1.30
C -3.58 5.54 -0.04
C -3.25 4.25 -0.41
C -3.10 3.28 0.57
C -3.27 3.60 1.92
C -3.60 4.90 2.28
As -2.66 1.44 0.12
C -4.21 0.56 0.84
C -4.46 0.21 2.15
C -5.69 -0.34 2.48
C -6.66 -0.51 1.50
C -6.41 -0.15 0.18
C -5.18 0.39 -0.16
C -4.76 0.79 -1.52
C -5.53 0.68 -2.67
C -4.99 1.04 -3.90
C -3.68 1.50 -4.00
C -2.90 1.62 -2.85
C -3.45 1.28 -1.63
H -4.02 6.88 1.58
H -3.71 6.30 -0.80
H -3.14 4.01 -1.46
H -3.17 2.85 2.69
H -3.75 5.14 3.32
H -3.71 0.34 2.92
H -5.90 -0.63 3.50
H -7.62 -0.93 1.76
H -7.18 -0.29 -0.56
H -6.55 0.32 -2.63
H -5.60 0.96 -4.79
H -3.27 1.77 -4.96
H -1.88 1.99 -2.94
C -2.81 -2.01 -2.96
As -2.22 -2.41 -1.20
C -3.69 -2.73 -0.02
C -1.13 -3.96 -1.30
O -1.24 -1.15 -0.63
H -3.21 -2.93 -3.39
H -1.95 -1.67 -3.55
H -3.57 -1.23 -2.94
H -4.61 -2.73 -0.60
H -3.73 -1.92 0.72
H -3.55 -3.69 0.47
H -1.59 -4.66 -2.00
H -1.03 -4.43 -0.32
H -0.14 -3.67 -1.67
*
```

- Calculated total energy: -6388.25372 Eh
- Gap between HOMO and LUMO: 8.285 eV
- F_max: 0.011 Eh/bohr
- Energy above the lowest of the compared OMol25 structures with the same formula, charge and spin: 14.7 kcal per mole

=====

4.
This record from the OMol25 dataset describes a structure of composition C2H3N3S2 in a non-equilibrium geometry. The level of theory is ωB97M-V/def2-TZVPD.

```
! RIJCOSX wB97M-V def2-TZVPD def2/J DEFGRID3
* xyz 0 1
C -0.77 -0.14 -1.95
C 0.50 0.00 -0.10
N -0.64 0.09 -0.59
N 0.27 -0.21 -2.69
N -0.10 0.29 2.42
S 1.75 -0.43 -2.11
S 1.20 -0.16 1.41
H -1.84 -0.14 -2.23
H 0.00 1.19 2.84
H -0.37 -0.48 3.00
*
```

- Calculated total energy: -1038.56897 Eh
- Gap between HOMO and LUMO: 8.205 eV
- F_max: 0.059 Eh/bohr
- Energy above the lowest of the compared OMol25 structures with the same formula, charge and spin: 43.1 kcal per mole

=====

5.
This record from the OMol25 dataset describes a structure of composition C10H22ClMgN2O4 in a non-equilibrium geometry. The level of theory is ωB97M-V/def2-TZVPD.

```
! RIJCOSX wB97M-V def2-TZVPD def2/J DEFGRID3
* xyz 1 1
Mg -10.83 -17.97 18.32
Cl -10.43 -20.05 15.49
C -6.90 -22.60 11.00
O -7.28 -23.14 9.93
N -5.68 -22.22 11.27
C -4.56 -22.64 10.43
C -5.33 -21.36 12.45
H -7.64 -22.18 11.69
H -4.86 -23.17 9.53
H -3.84 -23.17 11.06
H -4.03 -21.78 10.02
H -6.17 -20.97 13.04
H -4.84 -22.00 13.19
H -4.80 -20.50 12.06
C -8.60 -26.55 17.83
O -9.11 -27.64 18.01
N -7.24 -26.33 17.78
C -6.69 -24.98 17.68
C -6.24 -27.42 17.93
H -9.22 -25.66 17.64
H -6.09 -25.00 16.78
H -6.13 -24.72 18.58
H -7.45 -24.22 17.51
H -5.57 -27.12 18.73
H -6.54 -28.43 18.21
H -5.62 -27.60 17.06
O -17.91 -16.27 11.69
C -18.04 -17.51 11.93
O -17.21 -18.45 11.52
C -16.09 -18.16 10.69
C -14.84 -18.15 11.51
C -19.28 -18.11 12.61
H -16.14 -17.41 9.90
H -15.99 -19.09 10.14
H -14.93 -17.31 12.20
H -13.93 -18.05 10.93
H -14.72 -19.03 12.15
H -19.98 -17.36 12.99
H -18.93 -18.84 13.35
H -19.91 -18.66 11.91
*
```

- Calculated total energy: -1464.54030 Eh
- Gap between HOMO and LUMO: 1.483 eV
- F_max: 0.091 Eh/bohr
- Energy above the lowest of the compared OMol25 structures with the same formula, charge and spin: 0.0 kcal per mole

=====

6.
This record from the OMol25 dataset describes a cluster of 2 separate species, C2H5INO in total in a non-equilibrium geometry. The level of theory is ωB97M-V/def2-TZVPD.

```
! RIJCOSX wB97M-V def2-TZVPD def2/J DEFGRID3
* xyz 1 1
C 1.56 -0.61 0.52
C -0.23 0.75 0.29
N -1.14 -0.01 -0.54
O 1.10 -1.67 0.28
I 3.48 0.05 0.60
H 0.28 1.47 -0.31
H -0.67 0.87 1.31
H -2.17 0.29 -0.34
H -1.30 -1.09 -0.29
H -0.91 -0.04 -1.52
*
```

- Calculated total energy: -506.52846 Eh
- Gap between HOMO and LUMO (alpha / beta): 8.441 / 8.438 eV
- F_max: 0.098 Eh/bohr
- Energy above the lowest of the compared OMol25 structures with the same formula, charge and spin: 48.8 kcal per mole

=====

7.
This record from the OMol25 dataset describes a cluster of 2 separate species, C5H9IN in total in a non-equilibrium geometry. The level of theory is ωB97M-V/def2-TZVPD.

```
! RIJCOSX wB97M-V def2-TZVPD def2/J DEFGRID3
* xyz 1 1
C 2.49 2.17 -1.22
C 0.64 0.38 -0.02
C -0.33 1.54 -0.03
C -0.47 -1.66 -0.47
C 0.10 -0.86 0.67
N 1.83 0.45 -0.27
I 2.36 2.25 -3.22
H 3.19 2.61 -0.66
H -0.88 1.70 0.88
H -1.14 1.47 -0.67
H 0.12 2.50 -0.09
H 0.08 -1.94 -1.31
H -1.35 -1.10 -0.69
H -0.95 -2.66 -0.15
H 0.83 -1.55 0.99
H -0.35 -0.41 1.51
*
```

- Calculated total energy: -547.86157 Eh
- Gap between HOMO and LUMO (alpha / beta): 7.026 / 6.989 eV
- F_max: 0.133 Eh/bohr
- Energy above the lowest of the compared OMol25 structures with the same formula, charge and spin: 142.9 kcal per mole

=====

8.
This record from the OMol25 dataset describes a cluster of 2 separate species, C4H9NO in total. The level of theory is ωB97M-V/def2-TZVPD.

```
! RIJCOSX wB97M-V def2-TZVPD def2/J DEFGRID3
* xyz 0 1
C 0.57 -0.20 1.77
C 0.32 -1.27 0.77
N 0.89 -1.56 -0.33
O 1.82 -0.62 -0.74
H 0.41 -0.64 2.76
H 1.58 0.21 1.73
H -0.16 0.60 1.63
H -0.46 -1.99 0.99
H 2.13 -1.03 -1.56
C -1.69 0.65 -1.16
C -0.65 1.49 -1.10
H -2.71 0.99 -1.08
H -1.55 -0.41 -1.31
H 0.37 1.16 -1.22
H -0.79 2.56 -0.99
*
```

- Calculated total energy: -287.70413 Eh
- Gap between HOMO and LUMO: 10.704 eV
- SMILES: C/C=N\O.C=C
- F_max: 0.016 Eh/bohr
- Energy above the lowest of the compared OMol25 structures with the same formula, charge and spin: 80.5 kcal per mole